[1]
A structure of composition C24H25AsI2N2OSV at a distorted geometry. Source: the OMol25 dataset; level of theory: ωB97M-V/def2-TZVPD.

Positions of all 57 atoms, in Å:
V: 0.39 -0.48 0.38
I: 6.04 2.37 -2.87
C: 4.34 1.22 -2.39
C: 3.16 1.44 -3.07
C: 2.03 0.73 -2.70
I: 0.20 1.14 -3.65
C: 2.06 -0.20 -1.66
O: 0.95 -0.82 -1.26
C: 3.28 -0.43 -1.00
C: 3.30 -1.43 0.13
N: 2.38 -1.04 1.22
C: 2.80 0.18 1.93
C: 2.38 1.40 1.16
C: 3.17 2.53 1.07
C: 2.72 3.63 0.35
C: 1.46 3.56 -0.24
C: 0.72 2.40 -0.10
N: 1.17 1.33 0.56
C: 4.41 0.28 -1.37
H: 3.11 2.16 -3.87
H: 2.96 -2.40 -0.24
H: 4.32 -1.54 0.50
H: 2.32 -1.81 1.87
H: 2.28 0.19 2.90
H: 3.88 0.21 2.12
H: 4.13 2.54 1.56
H: 3.34 4.51 0.24
H: 1.06 4.39 -0.79
H: -0.27 2.31 -0.52
H: 5.35 0.11 -0.86
C: -1.37 0.22 0.56
C: -2.41 0.63 1.05
C: -3.62 1.10 1.63
C: -4.79 0.33 1.57
C: -5.96 0.80 2.13
C: -5.98 2.03 2.77
C: -4.83 2.79 2.85
C: -3.65 2.34 2.28
H: -4.77 -0.63 1.07
H: -6.86 0.20 2.07
H: -6.90 2.39 3.22
H: -4.85 3.75 3.35
H: -2.75 2.93 2.34
C: 0.06 -4.16 -1.71
As: -1.20 -3.11 -0.68
C: -2.00 -1.82 -1.89
C: -2.70 -4.29 -0.34
S: -0.34 -2.65 1.20
H: -0.43 -4.56 -2.59
H: 0.43 -4.97 -1.08
H: 0.89 -3.52 -2.01
H: -2.43 -2.38 -2.72
H: -1.24 -1.13 -2.25
H: -2.77 -1.26 -1.37
H: -3.04 -4.73 -1.28
H: -3.51 -3.70 0.09
H: -2.42 -5.08 0.35

The charge is +1. For the HOMO-LUMO gap (alpha / beta), the calculation gives 0.27707 / 0.28195 hartree. The value obtained for the LUMO energy (alpha / beta) is -3.1 / -3.1 eV. The spin multiplicity is 3. Its highest occupied orbital energy (alpha / beta) is -0.389 / -0.396 Eh. As for the expectation value of S²: 2.02.


[2]
A structure of composition C24H25BrMnOS at a distorted geometry. Source: the OMol25 dataset; level of theory: ωB97M-V/def2-TZVPD.

Positions of all 53 atoms, in Å:
Mn: -1.05 -0.64 -0.37
Br: -2.47 -0.15 -2.49
C: -3.47 -1.71 -2.15
C: -4.35 -2.12 -3.11
C: -5.07 -3.29 -2.93
C: -5.05 -3.98 -1.77
C: -4.19 -3.53 -0.75
C: -4.20 -4.21 0.49
C: -3.27 -3.92 1.43
C: -2.32 -2.90 1.19
C: -2.30 -2.10 0.02
C: -3.35 -2.44 -0.92
H: -4.49 -1.46 -3.95
H: -5.81 -3.54 -3.65
H: -5.78 -4.85 -1.53
H: -4.98 -5.03 0.62
H: -3.29 -4.43 2.42
H: -1.63 -2.73 2.00
C: 2.13 -3.22 3.02
C: 2.34 -1.84 2.43
C: 3.61 -1.77 1.61
C: 2.34 -0.73 3.51
C: 1.17 -1.60 1.55
C: 0.20 -1.36 0.88
H: 2.87 -3.27 3.79
H: 2.26 -3.99 2.25
H: 1.17 -3.22 3.47
H: 4.51 -1.94 2.13
H: 3.73 -0.76 1.17
H: 3.59 -2.55 0.83
H: 3.08 -0.82 4.26
H: 1.42 -0.87 4.15
H: 2.48 0.21 2.98
C: 2.77 6.31 -3.23
C: 2.31 5.11 -2.42
C: 3.04 3.91 -2.30
C: 2.64 2.98 -1.40
C: 1.37 3.10 -0.83
C: 0.54 4.16 -1.01
C: 1.05 5.21 -1.76
S: 0.83 1.77 0.18
C: 0.09 2.59 1.64
O: -0.44 1.22 -0.54
H: 2.78 6.21 -4.31
H: 3.82 6.52 -2.91
H: 2.13 7.23 -3.04
H: 4.07 3.84 -2.80
H: 3.21 2.08 -1.28
H: -0.48 4.20 -0.59
H: 0.53 6.14 -1.88
H: -0.45 3.54 1.42
H: 0.86 2.82 2.35
H: -0.49 1.81 2.13

The charge is +1. For the HOMO-LUMO gap (alpha / beta), the calculation gives 0.26625 / 0.28690 hartree. The value obtained for the LUMO energy (alpha / beta) is -3.6 / -3.2 eV. The spin multiplicity is 5. Its highest occupied orbital energy (alpha / beta) is -0.400 / -0.405 Eh. As for the expectation value of S²: 6.13. Its energy relative to the best compared isomer or geometry (same formula, charge and spin) is 0.0 kcal per mole.


[3]
A structure of composition C24H25EuNO9SSi at a distorted geometry. Source: the OMol25 dataset; level of theory: ωB97M-V/def2-TZVPD.

Positions of all 62 atoms, in Å:
Eu: 1.29 0.59 -0.06
O: 4.92 -1.58 -0.74
C: 3.77 -1.17 -0.95
O: 2.81 -1.08 -0.15
C: 3.45 -0.54 -2.41
C: 2.05 -0.84 -3.03
C: 2.08 -0.65 -4.58
C: 2.05 0.86 -4.73
C: 2.20 1.42 -3.31
O: 1.32 0.41 -2.54
C: 3.59 1.03 -2.75
C: 3.88 2.05 -1.55
O: 4.99 2.56 -1.54
O: 2.84 2.23 -0.81
H: 4.25 -0.99 -3.05
H: 1.54 -1.72 -2.69
H: 1.17 -1.11 -5.02
H: 2.91 -1.12 -5.07
H: 1.00 1.10 -5.10
H: 2.75 1.24 -5.46
H: 1.92 2.47 -3.14
H: 4.38 1.14 -3.52
C: -3.87 1.68 1.26
Si: -3.25 3.10 2.29
C: -3.75 4.71 1.42
C: -3.82 3.15 4.04
C: -1.42 3.03 2.63
C: -0.84 3.46 3.83
C: 0.50 3.21 4.12
C: 1.30 2.58 3.17
N: 0.75 2.20 1.99
C: -0.50 2.52 1.64
S: -1.06 2.37 0.04
H: -4.72 1.17 1.75
H: -3.11 0.87 1.18
H: -4.20 1.87 0.24
H: -4.47 4.48 0.64
H: -2.96 5.22 0.90
H: -4.19 5.41 2.10
H: -4.91 3.07 4.11
H: -3.52 4.12 4.42
H: -3.36 2.42 4.71
H: -1.47 3.83 4.59
H: 0.93 3.48 5.08
H: 2.35 2.38 3.27
O: 0.27 -0.89 1.47
C: -0.37 -1.45 0.46
O: -0.81 -0.87 -0.54
C: -0.54 -2.98 0.51
C: 0.00 -3.74 1.61
C: 0.19 -5.10 1.41
C: -0.29 -5.75 0.28
O: -0.34 -7.10 -0.02
C: -1.52 -7.19 -0.93
O: -1.73 -5.83 -1.50
C: -1.08 -4.99 -0.62
C: -1.15 -3.59 -0.56
H: 0.41 -3.23 2.51
H: 0.65 -5.64 2.21
H: -2.41 -7.47 -0.38
H: -1.20 -7.83 -1.73
H: -1.66 -3.01 -1.36

The charge is -1. For the HOMO-LUMO gap (alpha / beta), the calculation gives 0.24661 / 0.26827 hartree. The value obtained for the LUMO energy (alpha / beta) is 1.8 / 2.4 eV. The spin multiplicity is 7. Its highest occupied orbital energy (alpha / beta) is -0.180 / -0.180 Eh. As for the expectation value of S²: 12.01. Its energy relative to the best compared isomer or geometry (same formula, charge and spin) is 0.0 kcal per mole.


Q: Number 1 is which compound?
A: C24H25AsI2N2OSV